[1]
A cluster of 2 separate species, C5H11NO2 in total in a non-equilibrium geometry, computed with ωB97M-V with the def2-TZVPD basis set.

Values from the calculation:
highest occupied orbital energy: -8.37 eV

```
19
Properties=species:S:1:pos:R:3:forces:R:3
C 2.08594 0.08737 -0.88451 -0.7 -0.9 -1.3
C -0.06255 -1.18233 -0.54206 0.3 0.7 3.5
C -1.47269 -1.09474 0.10568 -1.2 -3.4 -0.1
C -1.24454 1.22793 -0.22786 -2.4 3.1 1.2
C 0.19794 1.20438 0.27341 0.3 1.7 3.2
H 2.94006 0.48563 -0.47896 1.6 1.0 2.4
H 2.05164 0.82718 -1.74681 -1.4 -1.3 0.5
H 2.45924 -0.93075 -1.14865 -0.9 0.7 -0.2
H 0.09138 -0.84104 -1.54370 -0.8 -0.7 -1.0
H 0.30521 -2.20343 -0.20447 0.2 1.5 -0.9
H -1.52188 -1.42330 1.22824 0.8 0.6 -1.9
H -2.14511 -1.94903 -0.43632 1.6 1.8 1.1
H -1.61484 2.16816 0.59249 0.3 -2.5 -3.1
H -1.32314 1.58608 -1.39011 0.2 -0.8 2.9
H 0.66787 1.96697 -0.29269 0.6 0.6 -0.8
H 0.58400 1.75872 1.55482 -1.8 -2.4 -3.8
N 0.91034 -0.06016 0.14580 1.8 -1.4 -0.8
O 1.43195 -0.40412 1.35288 -0.3 -0.6 -0.6
O -2.16837 0.09415 -0.04068 1.8 2.4 -0.4
```
Positions in Å, forces in eV/Å.



[2]
A cluster of 3 separate species, C5H11NO2 in total in a non-equilibrium geometry, computed with ωB97M-V with the def2-TZVPD basis set.

Values from the calculation:
highest occupied orbital energy: -8.79 eV

```
19
Properties=species:S:1:pos:R:3:forces:R:3
C 1.16365 -1.58538 0.64201 -0.4 1.3 -1.0
C 0.42613 -0.56878 -0.25498 -0.3 -1.6 0.7
N -0.69923 -1.19652 -0.98894 1.4 2.3 2.2
C -0.49364 -1.59939 -3.71858 0.1 -0.2 0.4
C -1.00469 -0.22969 0.00351 -1.3 -2.2 -2.1
C 0.12115 1.90921 1.96068 0.4 0.2 0.0
O -0.75441 2.27122 1.13940 -0.6 -0.2 -0.7
O 1.16082 1.25551 1.75531 -0.3 -0.2 -0.1
H 0.88783 -1.33319 1.67098 -0.3 -0.3 -0.1
H 0.24094 -2.36862 -3.48062 -0.2 -0.2 -0.1
H 2.22423 -1.37082 0.59507 0.2 -0.5 -0.2
H 0.97670 0.29775 -0.62032 -0.3 0.1 -0.1
H 0.84004 -2.57178 0.29691 0.4 -0.1 0.5
H -1.47458 -1.90257 -3.35766 0.0 -0.2 -0.2
H -0.51161 -1.41430 -4.79316 0.1 0.3 0.2
H -0.20233 -0.74198 -3.10106 0.0 0.3 -0.7
H -1.79614 -0.69739 0.59690 0.1 0.4 0.5
H -1.28167 0.81097 -0.24422 0.6 1.0 0.6
H -0.09236 2.26579 2.99362 0.2 -0.1 0.1
```
Positions in Å, forces in eV/Å.



[3]
A cluster of 2 separate species, C5H11NO2 in total in a non-equilibrium geometry, computed with ωB97M-V with the def2-TZVPD basis set.

Values from the calculation:
highest occupied orbital energy: -9.71 eV
structure (SMILES): C=CCCC(N)=O.O

```
19
Properties=species:S:1:pos:R:3:forces:R:3
C -0.38532 -0.76221 -0.02416 0.2 -0.6 -0.7
C 0.51157 -0.60302 -1.25529 0.4 -1.1 0.1
C 2.01377 -0.57483 -1.01081 -1.2 1.4 -0.9
C 2.66442 0.46858 -1.50972 1.2 -0.2 0.6
C -0.42816 0.42526 0.89688 0.1 0.1 1.7
N -0.05501 1.64809 0.45015 0.0 0.0 -1.4
O -0.67506 0.26367 2.08599 -0.2 -0.1 -0.2
H -1.35117 -1.18229 -0.32463 -0.3 0.8 0.1
H -0.02751 -1.58452 0.60025 0.3 0.2 0.1
H 0.24195 0.24706 -1.88793 -0.1 -0.1 0.1
H 0.36418 -1.49256 -1.87377 -0.3 0.0 -0.1
H 2.51355 -1.41423 -0.55789 0.0 -0.1 0.2
H 3.74445 0.54703 -1.41795 0.0 0.0 -0.1
H 2.19502 1.31827 -1.98910 -0.3 -0.1 0.0
H 0.05440 1.78815 -0.54064 0.2 0.0 0.1
H 0.34414 2.35355 1.04375 -0.4 -0.2 0.4
H -4.53306 -0.40428 2.87396 -0.5 0.0 0.3
H -3.14426 -0.40046 2.35404 0.0 -0.2 -0.4
O -4.04791 -0.64128 2.08686 0.7 0.2 0.1
```
Positions in Å, forces in eV/Å.



[4]
A structure of composition C5H11NO2, computed with ωB97M-V with the def2-TZVPD basis set.

Values from the calculation:
highest occupied orbital energy: -7.96 eV

```
19
Properties=species:S:1:pos:R:3:forces:R:3
C -0.78374 0.27159 0.32935 0.2 0.1 -0.3
C 1.35581 0.50799 0.03229 -0.3 0.1 -0.2
C 1.71884 0.94517 1.42166 -0.1 0.0 0.0
C -1.21111 -1.37577 -1.54303 0.0 0.0 0.0
C -0.93377 0.01349 -1.03324 0.3 0.1 0.2
N -0.97843 -0.68534 1.34790 0.1 -0.1 0.1
O 1.48120 1.34668 -0.93799 0.0 -0.2 0.3
O -0.64056 0.93493 -1.89537 0.0 -0.1 0.1
H 0.46819 1.28323 -1.58957 -0.1 -0.1 0.0
H -0.84087 1.30335 0.64659 0.0 0.0 0.0
H 1.52637 -0.55873 -0.17433 0.0 0.0 0.0
H -1.28724 -1.59313 1.03344 0.0 0.1 0.0
H -1.54953 -0.36106 2.11404 0.0 0.0 -0.1
H 1.27562 0.28510 2.16805 0.0 0.0 0.0
H 2.80800 0.89439 1.52420 -0.1 0.0 0.0
H 1.41236 1.97838 1.58816 0.0 0.0 0.0
H -2.08602 -1.82106 -1.06054 0.0 0.0 0.0
H -1.37880 -1.33347 -2.61689 0.0 0.0 0.0
H -0.35632 -2.03574 -1.35472 0.0 0.0 0.0
```
Positions in Å, forces in eV/Å.



[5]
A structure of composition C5H11NO2 in a non-equilibrium geometry, computed with ωB97M-V with the def2-TZVPD basis set.

Values from the calculation:
highest occupied orbital energy: -9.28 eV

```
19
Properties=species:S:1:pos:R:3:forces:R:3
C -1.86821 -0.76838 -0.07116 -2.7 7.4 -5.1
C 0.45337 -0.22086 -0.65726 3.8 -1.9 3.9
C 0.63667 -1.17837 0.54182 3.1 0.5 0.6
C 1.42946 -0.24470 -1.82172 -0.4 -6.7 0.2
C -0.04759 2.36075 1.56188 -3.4 3.2 4.6
H -2.20081 0.18498 0.49941 1.3 -1.8 -0.8
H -1.96740 -1.58164 0.41341 1.2 -5.8 4.1
H -2.84254 -0.97197 -0.69238 2.0 0.9 0.0
H 0.20096 -2.19162 0.42325 0.5 0.8 0.1
H 0.29318 -0.57974 1.41978 -0.3 -1.5 -0.6
H 1.73725 -1.14760 0.68728 -0.4 -0.9 0.3
H 2.54283 -0.80228 -1.36942 -3.4 2.3 -2.0
H 0.74888 -1.13083 -2.59445 2.7 2.4 2.2
H 1.34284 0.59902 -2.43237 0.9 1.6 -0.5
H -0.99705 2.40329 2.39669 2.8 -0.3 -2.2
H 0.41977 3.50867 1.62494 -0.4 -3.5 -1.3
N 0.01965 1.21549 1.02366 -2.6 3.4 3.0
O -0.74024 -0.55076 -1.03030 -6.4 1.2 -1.5
O 0.83897 1.09655 0.07696 1.9 -1.2 -5.0
```
Positions in Å, forces in eV/Å.



[6]
A cluster of 3 separate species, C5H11NO2 in total in a non-equilibrium geometry, computed with ωB97M-V with the def2-TZVPD basis set.

Values from the calculation:
highest occupied orbital energy: -7.26 eV

```
19
Properties=species:S:1:pos:R:3:forces:R:3
C -0.72531 -0.64929 0.35463 1.5 2.9 -1.3
C 0.01096 0.30251 -0.59663 -1.6 -3.6 -1.4
C 0.67103 1.41014 -0.28165 3.2 5.8 -0.6
C 1.05652 2.38385 -1.26632 -1.8 -4.3 1.3
C 0.00022 -1.20121 1.58099 -3.7 1.0 1.1
N -0.62666 -0.61575 2.76425 1.6 1.2 -6.3
O 2.02595 -1.51509 0.03453 -0.8 1.0 1.1
H -1.26167 0.09944 0.94588 -1.6 -0.2 -1.1
H -1.17194 -1.35509 -0.32579 -1.0 -0.3 0.5
H -0.00364 0.18232 -1.70106 -0.7 -0.8 0.8
H 1.80757 -0.82743 -0.61732 0.5 -0.4 0.0
H 1.01186 1.71627 0.69219 -0.6 -0.2 0.8
H 1.32201 3.34711 -0.93543 0.7 1.0 -0.1
H 0.96075 2.04305 -2.30455 0.0 0.8 0.2
H -0.38401 -1.17750 3.46845 1.1 -3.1 4.2
H 0.03184 -2.26063 1.41878 1.0 -0.6 0.9
H -3.11794 -0.54246 -2.74819 -2.4 1.0 -3.5
H 0.99431 -0.62526 1.55277 1.6 -0.6 -0.6
O -2.60188 -0.71500 -2.03552 3.1 -0.8 4.0
```
Positions in Å, forces in eV/Å.



[7]
A cluster of 2 separate species, C5H11NO2 in total in a non-equilibrium geometry, computed with ωB97M-V with the def2-TZVPD basis set.

Values from the calculation:
highest occupied orbital energy: -8.40 eV
structure (SMILES): N/C=C/CCC=O.O

```
19
Properties=species:S:1:pos:R:3:forces:R:3
O -0.65168 2.25542 -1.53767 -0.7 -0.1 -1.8
C -0.50812 1.73903 -0.47681 1.8 2.5 1.7
C 0.88442 1.73290 0.18706 0.7 -2.3 0.9
C 1.19243 0.22218 0.43171 0.0 -1.3 -0.1
C -0.07854 -0.38092 1.10234 2.2 -3.6 -3.2
C -0.54669 -1.62685 0.71463 -0.1 3.0 2.6
N -1.55906 -2.25960 1.50802 -3.2 0.9 -0.7
H -1.37879 1.51072 0.15907 0.1 -0.6 -0.1
H 0.98903 2.14869 1.21787 -0.9 0.1 -0.7
H 1.77357 2.07821 -0.33118 -0.7 0.7 -0.9
H 2.11831 0.15815 1.05784 -0.9 0.0 0.0
H 1.49562 -0.39581 -0.50538 -0.9 1.4 1.5
H -0.57535 0.22148 1.80123 -0.6 0.4 1.3
H -0.23181 -2.22266 -0.13629 0.3 0.3 0.2
H -2.45242 -2.21315 0.92961 1.4 -0.9 0.5
H -1.95615 -1.70013 2.31373 1.6 -0.4 -0.9
H -0.10674 0.05102 -2.81098 -0.2 0.5 0.2
H 0.85908 -1.02214 -3.12250 0.3 -0.1 0.1
O 0.73288 -0.29653 -2.50230 -0.2 -0.4 -0.6
```
Positions in Å, forces in eV/Å.



[8]
An isolated molecule of C5H11NO2 in a non-equilibrium geometry, computed with ωB97M-V with the def2-TZVPD basis set.

Values from the calculation:
highest occupied orbital energy: -8.85 eV
structure (SMILES): CC(C)=CON(C)O

```
19
Properties=species:S:1:pos:R:3:forces:R:3
C -1.94290 0.30673 -1.05632 0.2 0.3 0.2
C 0.68242 0.60756 1.34692 -0.2 -0.3 0.0
C 2.43834 0.28168 -0.43192 -0.1 -0.2 -0.1
N -2.00418 -0.81857 -0.15113 -0.8 -0.5 0.3
C 1.09942 -0.12261 0.10945 -0.1 -0.1 0.1
C 0.39718 -1.07109 -0.50464 0.3 0.4 -0.2
O -0.82897 -1.60891 -0.16201 0.0 -0.2 0.3
O -2.21915 -0.30820 1.15945 0.3 0.2 -0.2
H -2.67284 -1.01887 1.63239 0.0 0.0 -0.3
H 0.79528 -1.56193 -1.38794 0.0 0.0 0.0
H -1.76206 -0.08100 -2.05657 0.0 0.0 0.0
H -2.91505 0.79270 -1.02006 0.0 -0.1 0.0
H -1.16525 1.02770 -0.79201 0.0 0.0 0.0
H -0.14377 0.11260 1.84503 0.0 0.0 0.0
H 0.37204 1.62266 1.10806 0.0 0.2 0.0
H 1.52166 0.67235 2.03217 0.2 0.1 0.1
H 2.63872 -0.18431 -1.39312 0.1 0.0 -0.1
H 2.48722 1.36326 -0.54400 0.1 0.1 -0.1
H 3.22190 -0.01173 0.26625 0.1 0.0 0.1
```
Positions in Å, forces in eV/Å.



[9]
A cluster of 2 separate species, C5H11NO2 in total in a non-equilibrium geometry, computed with ωB97M-V with the def2-TZVPD basis set.

Values from the calculation:
highest occupied orbital energy (spin up / spin down): -13.75 / -13.72 eV
⟨S²⟩: 0.7683
total charge: +1
2S+1: 2

```
19
Properties=species:S:1:pos:R:3:forces:R:3
O 1.10242 4.04079 1.03412 -0.4 -0.5 -0.5
C 0.62436 2.99958 0.65173 0.5 0.8 1.0
C 1.07973 1.73900 1.36771 3.5 2.5 1.7
C 0.42542 0.41046 1.38585 -2.1 0.0 2.6
C 0.03374 0.10242 -0.00070 -1.8 -4.7 0.1
C 0.74058 0.47551 -1.14594 -1.9 -1.1 -3.5
N -0.98118 -0.92308 -0.09627 4.0 5.7 1.7
H -0.07740 3.01449 -0.16534 -0.7 -0.2 -0.8
H 2.15814 1.62587 0.93435 -1.6 0.1 0.9
H 1.23156 2.27548 2.39216 0.0 -1.8 -1.4
H 1.11755 -0.39774 1.92145 -1.5 1.5 -1.5
H -0.58884 0.46887 2.05766 2.3 -0.3 -1.5
H 0.29194 0.00296 -2.15082 1.3 1.1 2.3
H 1.52105 1.23174 -1.34303 -0.5 -0.6 0.8
H -1.03712 -1.52024 -0.82820 -0.4 -1.9 -3.0
H -1.49149 -1.09750 0.72577 -0.7 -0.5 1.1
H -2.01166 -4.40018 -1.50748 -0.7 1.8 0.1
H -2.17152 -5.00500 -3.06260 -0.9 1.4 -2.0
O -1.96727 -5.04344 -2.17042 1.5 -3.2 1.9
```
Positions in Å, forces in eV/Å.



[10]
The ion C5H11NO2 with charge +1 in a non-equilibrium geometry, computed with ωB97M-V with the def2-TZVPD basis set.

Values from the calculation:
highest occupied orbital energy (spin up / spin down): -15.34 / -15.33 eV
⟨S²⟩: 0.7623
total charge: +1
2S+1: 2

```
19
Properties=species:S:1:pos:R:3:forces:R:3
C -0.98405 0.58739 0.01728 -1.3 -2.6 0.7
N -0.80855 -0.06341 1.29805 1.5 0.3 -0.8
C -1.79980 -0.55741 2.12219 -4.1 -0.4 0.2
O -2.93630 -0.72401 1.39925 0.4 0.5 0.0
O -1.78314 -0.73972 3.30300 1.7 0.2 -0.1
C 0.21547 0.75525 -0.83560 1.0 1.1 -0.1
C 1.19133 -0.39732 -1.47948 -3.1 1.8 0.4
C 2.58223 -0.14488 -0.93882 0.9 -1.2 -2.0
H -1.74279 1.37778 0.28981 0.8 0.3 -0.5
H -1.70139 -0.02495 -0.59986 0.0 -0.1 0.7
H 0.12730 -0.08599 1.70190 0.1 0.0 0.0
H -3.71748 -0.71551 1.99415 0.6 -0.3 -0.2
H -0.21122 1.41005 -1.59969 0.6 0.0 -0.3
H 0.97357 1.29530 -0.28287 -0.2 0.8 0.2
H 0.97383 -0.24897 -2.55381 1.0 -0.2 0.4
H 0.73176 -1.35514 -1.24060 0.5 -0.3 0.2
H 2.95649 0.88015 -0.87547 -0.6 0.1 0.0
H 3.22578 -0.60294 -1.73044 0.1 0.0 1.1
H 2.70695 -0.64566 0.01100 0.3 -0.1 0.2
```
Positions in Å, forces in eV/Å.



[11]
An isolated molecule of C5H11NO2S in a non-equilibrium geometry, computed with ωB97M-V with the def2-TZVPD basis set.

Values from the calculation:
highest occupied orbital energy: -9.79 eV
structure (SMILES): CC(C)C(=O)N=[S@H](C)=O

```
20
Properties=species:S:1:pos:R:3:forces:R:3
C 0.09953 0.13223 0.02479 -1.3 4.3 -0.8
C 0.08440 -2.28783 0.57624 -3.6 -1.2 -2.5
C -1.97045 -1.18863 -0.71828 -0.4 1.2 2.0
C 1.98868 2.81930 0.37325 -2.3 -0.8 3.5
C -0.77008 -1.03341 0.28125 -1.2 -0.7 0.9
N -0.61295 1.56128 0.18151 1.8 -2.6 -0.4
O 1.24123 0.14894 -0.34105 0.6 -1.0 0.0
O -0.26252 3.89799 -0.70464 -0.8 2.1 0.3
S 0.32554 2.64384 -0.44294 1.4 -2.2 0.9
H 0.77888 -2.38730 -0.28027 -0.5 -0.6 0.5
H 0.60884 -2.18796 1.43360 1.9 0.6 2.7
H -0.64162 -3.20385 0.80270 1.6 1.7 -1.1
H -1.54738 -1.67845 -1.51221 0.4 -1.2 -2.5
H -2.92101 -1.73287 -0.33566 1.9 1.0 -0.3
H -2.16389 -0.12946 -0.93690 -0.7 -0.5 -0.4
H 1.93184 3.01220 1.50938 -0.8 -0.4 -1.6
H 2.60681 1.96614 0.32857 0.2 -1.2 -0.7
H 2.50934 3.64148 0.08826 1.2 2.6 -1.7
H -1.35945 -0.65698 1.08775 0.1 -0.1 1.6
H 0.79342 2.24602 -1.63016 0.3 -0.6 -0.3
```
Positions in Å, forces in eV/Å.



[12]
A cluster of 2 separate species, C5H11NO3 in total in a non-equilibrium geometry, computed with ωB97M-V with the def2-TZVPD basis set.

Values from the calculation:
highest occupied orbital energy: -9.29 eV
structure (SMILES): CN(O)C(=O)O.C=CC

```
20
Properties=species:S:1:pos:R:3:forces:R:3
C 1.28945 -0.08987 1.15674 0.2 -0.7 -0.1
C -1.04755 1.72852 -0.22940 -1.1 0.1 -0.2
C -0.10618 0.54863 -2.07939 2.2 -0.7 -1.7
C 0.20810 -2.14859 0.39062 -1.5 -4.5 1.1
C 0.06826 1.30574 -0.85399 -4.4 0.9 -0.1
N 0.21012 -0.86474 0.93349 -0.1 1.1 -0.7
O 2.31689 -0.28146 0.59091 1.9 -0.6 -1.0
O 1.22896 0.87812 2.03760 -2.2 2.2 2.7
O -0.91337 -0.39979 1.50222 -1.1 -0.9 2.7
H -1.19880 2.28156 0.67765 1.2 0.5 0.5
H -2.11921 1.55920 -0.53647 1.3 -0.5 -0.7
H -1.55367 -0.18829 0.84137 -0.5 0.5 -1.3
H 0.13298 1.09520 -3.00921 -0.5 0.2 0.4
H -1.06028 0.12739 -2.08994 -1.6 -0.6 -0.5
H 0.62211 -0.26482 -2.17338 0.0 -0.2 0.4
H 1.09683 -2.48266 -0.11411 0.7 0.7 0.0
H 0.06982 -2.93393 1.26499 0.3 1.3 -1.4
H -0.62014 -2.49135 -0.30923 0.6 1.4 0.6
H 1.01066 1.54826 -0.57341 2.6 0.8 1.1
H 0.36503 1.07287 2.57295 2.0 -1.2 -2.0
```
Positions in Å, forces in eV/Å.



[13]
An isolated molecule of C5H11NO3 in a non-equilibrium geometry, computed with ωB97M-V with the def2-TZVPD basis set.

Values from the calculation:
highest occupied orbital energy: -9.11 eV
structure (SMILES): CN(C)C(=O)C(C)(O)O

```
20
Properties=species:S:1:pos:R:3:forces:R:3
C -0.91082 0.41698 -0.84110 1.3 -2.9 -0.6
C 1.92850 0.58548 0.23686 0.3 0.4 -0.1
C 1.27655 -1.02095 1.95928 -0.1 -0.3 0.2
C -2.42395 0.43582 -0.85722 -0.1 -0.4 -0.5
N 0.86727 -0.19785 0.83556 -0.1 -0.4 -0.1
C -0.32126 -0.50762 0.24638 -1.4 2.0 2.8
O -0.34697 1.65858 -1.02085 0.0 -0.2 -0.1
O -0.23960 -0.53147 -1.86347 -0.9 1.5 -0.7
O -1.07921 -1.35348 0.72350 0.6 -0.1 -0.8
H -0.40700 1.87238 -1.96182 -0.1 0.0 0.0
H -0.71160 -1.37174 -1.90461 -0.3 0.1 0.2
H 2.71476 0.74642 0.97673 -0.1 -0.2 0.0
H 2.36331 0.06984 -0.62325 0.0 0.1 0.0
H 0.47213 -1.70613 2.23345 0.2 0.2 -0.1
H 1.58796 1.57327 -0.06233 0.0 -0.2 -0.1
H 1.49885 -0.38309 2.81809 0.1 0.0 -0.1
H 2.16452 -1.60775 1.70819 0.0 0.0 0.0
H -2.78618 1.23867 -0.21874 0.1 0.2 -0.1
H -2.76838 0.56895 -1.88304 0.0 0.3 -0.1
H -2.87886 -0.48632 -0.50163 0.4 -0.1 0.1
```
Positions in Å, forces in eV/Å.



These records have relative energy (zero: lowest compared OMol25 entry of this formula, charge and spin) values of 7.949 7.362 1.114 2.411 8.777 14.344 3.059 4.622 3.277 1.748 4.134 4.181 1.583 eV, in the order they appear.